Entry 1:
Density functional theory data (ωB97M-V with the def2-TZVPD basis set) for a cluster of 3 separate species, C22H37BClF3INO14PS in total at a distorted geometry.

```
82
Properties=species:S:1:pos:R:3:mulliken_charge:R:1
C -2.716 3.209 4.732 -0.852
B -2.517 1.861 3.753 0.697
O -3.613 0.848 3.736 -0.705
P -0.865 1.707 2.762 0.618
C 0.806 2.072 1.883 0.174
C 1.614 3.335 2.581 -0.515
C 2.649 4.032 1.470 -0.528
I 2.724 6.165 1.972 -0.074
C -0.240 0.369 3.974 -1.046
C 0.317 -1.000 3.264 0.337
C 0.752 -2.030 4.509 -0.587
C 1.057 -3.531 3.859 -0.639
C 2.201 -3.514 2.680 0.005
O 2.443 -4.837 2.050 -0.322
C 2.929 -4.662 0.655 0.620
C 4.044 -3.553 0.182 -0.685
O 2.415 -5.460 -0.308 -0.553
O -1.470 0.606 1.515 -0.562
C -1.989 1.279 0.286 -0.666
C -1.341 0.877 -1.169 0.457
C -0.535 -0.559 -1.182 -0.219
C -1.547 -1.833 -1.552 0.377
N -0.949 -2.973 -2.348 -0.552
O -2.842 -1.793 -1.166 -0.492
C -2.262 2.852 0.661 0.486
Cl -1.505 4.146 -0.491 -0.131
S -4.079 3.368 0.598 1.226
O -5.074 2.242 0.968 -0.565
O -4.383 3.731 -0.907 -0.585
F -4.290 4.757 1.618 -0.311
O -1.496 3.136 1.920 -0.431
H -2.747 4.140 3.991 0.223
H -3.701 3.175 5.362 0.235
H -1.734 3.348 5.382 0.200
H -4.407 1.354 3.371 0.302
H -0.377 2.635 3.790 -0.194
H 1.550 1.169 1.857 0.139
H 0.530 2.408 0.777 -0.433
H 2.279 2.893 3.456 0.195
H 0.919 4.189 2.979 0.323
H 2.248 3.799 0.384 0.217
H 3.713 3.536 1.675 0.378
H -1.186 0.042 4.625 0.184
H 0.564 0.741 4.752 0.210
H -0.470 -1.590 2.631 0.178
H 1.322 -0.851 2.643 -0.165
H 1.737 -1.590 5.008 0.262
H -0.137 -2.038 5.277 0.302
H 1.329 -4.289 4.731 0.301
H 0.065 -3.940 3.372 0.260
H 3.238 -3.114 3.115 0.141
H 1.888 -2.787 1.792 0.079
H 5.040 -4.012 -0.249 0.307
H 3.544 -2.858 -0.650 0.198
H 4.357 -2.818 1.051 0.266
H -3.063 0.763 0.209 0.475
H -2.263 0.752 -1.917 0.496
H -0.654 1.695 -1.648 -0.844
H 0.082 -0.756 -0.182 -0.011
H 0.238 -0.509 -2.088 0.289
H -0.064 -3.314 -1.886 0.280
H -0.690 -2.601 -3.291 0.267
C -1.518 3.731 -4.782 -0.483
C -0.535 2.819 -5.431 0.318
O 0.647 3.029 -4.693 -0.327
C 0.228 3.379 -3.444 0.606
O 0.942 3.375 -2.456 -0.507
O -1.095 3.730 -3.433 -0.176
F -0.308 3.187 -6.712 -0.310
H -1.473 4.752 -5.175 0.272
H -2.546 3.367 -4.870 0.295
H -0.811 1.760 -5.390 0.287
C 1.145 -5.120 -4.752 -0.431
C 1.829 -5.431 -6.039 0.318
O 1.251 -4.520 -6.947 -0.300
C 0.906 -3.439 -6.193 0.602
O 0.632 -2.343 -6.653 -0.546
O 0.911 -3.730 -4.857 -0.204
F 1.536 -6.685 -6.450 -0.284
H 0.189 -5.642 -4.643 0.267
H 1.770 -5.348 -3.884 0.288
H 2.914 -5.289 -6.017 0.281
```

## Properties
Total charge = -1
Gap between HOMO and LUMO = 6.1266 eV
E_HOMO = -4.449 eV


Entry 2:
Density functional theory data (ωB97M-V with the def2-TZVPD basis set) for a structure of composition C4H8O7Tl at a distorted geometry.

```
20
Properties=species:S:1:pos:R:3:nbo_charge:R:1
Tl 23.781 8.669 1.918 1.123
O 25.411 7.679 3.911 -0.633
H 25.207 7.138 4.693 0.452
O 28.184 9.758 -0.322 -0.609
C 27.100 9.913 0.404 0.945
O 26.941 10.992 1.016 -0.387
O 26.166 9.087 0.498 -0.440
H 28.801 10.424 0.046 0.525
C 19.523 9.858 3.437 -0.267
O 19.753 9.107 4.630 -0.465
C 20.980 8.628 4.819 1.023
O 21.868 8.631 3.980 -0.758
O 21.022 8.113 6.017 -0.453
C 22.203 7.375 6.377 -0.274
H 18.780 10.621 3.653 0.217
H 19.079 9.183 2.703 0.194
H 20.392 10.312 2.968 0.190
H 22.562 7.623 7.377 0.213
H 23.056 7.521 5.725 0.192
H 21.852 6.352 6.502 0.210
```

## Properties
Total charge = +1
Gap between HOMO and LUMO = 3.5403 eV
E_HOMO = -13.687 eV
Relative energy (zero: lowest compared OMol25 entry of this formula, charge and spin) = 231.18 kJ/mol


Entry 3:
Density functional theory data (ωB97M-V with the def2-TZVPD basis set) for a structure of composition C27H20AsCrF5IN4OS2 at a distorted geometry.

```
62
Properties=species:S:1:pos:R:3:nbo_charge:R:1
Cr -0.771 -0.266 -0.405 0.715
C -3.204 2.433 3.352 -0.670
C -2.697 1.037 3.243 0.373
N -3.036 0.110 4.095 -0.238
N -2.406 -1.026 3.658 -0.365
C -1.680 -0.842 2.523 0.250
S -0.879 -1.965 1.553 -0.075
N -1.770 0.520 2.336 -0.241
N -1.389 1.153 1.108 -0.641
H -3.345 2.639 4.398 0.261
H -4.201 2.503 2.861 0.264
H -2.561 3.162 2.875 0.232
H -2.501 -1.897 4.171 0.439
H -0.621 1.818 1.302 0.406
H -2.145 1.673 0.680 0.431
S -0.184 -1.790 -2.137 -0.112
C 1.203 -1.038 -2.889 -0.169
C 1.439 -1.427 -4.214 -0.219
C 2.557 -0.979 -4.918 -0.186
C 3.426 -0.108 -4.268 -0.247
C 3.182 0.326 -2.961 -0.158
C 2.099 -0.128 -2.244 -0.375
As 1.650 0.113 -0.359 1.041
C 3.060 -1.018 0.392 -0.230
C 2.876 -2.383 0.293 -0.241
C 3.824 -3.265 0.867 -0.192
C 4.948 -2.766 1.481 -0.209
C 5.139 -1.398 1.534 -0.193
C 4.218 -0.505 1.003 -0.252
C 2.238 1.926 -0.022 -0.394
C 2.290 2.277 1.338 -0.185
C 2.451 3.605 1.700 -0.241
C 2.443 4.598 0.724 -0.194
C 2.445 4.259 -0.620 -0.200
C 2.233 2.920 -0.995 -0.187
H 0.733 -2.100 -4.634 0.223
H 2.833 -1.398 -5.895 0.221
H 4.307 0.253 -4.799 0.214
H 3.901 0.989 -2.482 0.209
H 2.031 -2.774 -0.288 0.238
H 3.664 -4.343 0.852 0.221
H 5.635 -3.441 1.977 0.219
H 6.017 -1.036 2.048 0.214
H 4.346 0.572 1.038 0.224
H 2.294 1.477 2.104 0.211
H 2.592 3.915 2.716 0.219
H 2.446 5.637 0.997 0.218
H 2.546 5.053 -1.366 0.225
H 1.997 2.651 -2.045 0.254
I -0.686 1.603 -2.199 -0.277
F -7.764 -3.108 -1.340 -0.298
C -6.614 -2.448 -1.109 0.231
C -6.640 -1.151 -0.540 0.259
F -7.862 -0.651 -0.172 -0.307
C -5.463 -0.484 -0.352 0.274
F -5.513 0.677 0.314 -0.327
C -4.142 -1.024 -0.610 0.271
O -3.111 -0.330 -0.310 -0.815
C -4.167 -2.395 -1.054 0.226
F -2.993 -3.082 -1.069 -0.310
C -5.357 -3.045 -1.341 0.274
F -5.360 -4.288 -1.897 -0.306
```

## Properties
Total charge = 0
Gap between HOMO and LUMO (spin up / spin down) = 6.1780 / 7.0917 eV
2S+1 = 4
E_HOMO (spin up / spin down) = -7.277 / -7.279 eV
⟨S²⟩ = 3.87
Relative energy (zero: lowest compared OMol25 entry of this formula, charge and spin) = 17.17 kJ/mol


no.,molar mass (Da),calculated total energy (eV)
1,832.7,-103135.287
2,372.5,-23290.210
3,829.4,-168949.599